C21H25N5O4 | ωB97M-V/def2-TZVPD

Positions of all 55 atoms, in Å:
C: -0.293 5.474 1.125
C: -0.103 4.172 0.360
C: 1.194 3.478 0.759
O: 1.287 2.263 0.037
C: 2.548 1.641 0.044
C: 2.485 0.487 -0.963
C: 1.485 -0.566 -0.488
H: 1.489 -1.419 -1.167
H: 0.486 -0.128 -0.485
C: 1.839 -1.031 0.926
N: 1.921 0.101 1.820
C: 0.962 0.476 2.690
O: 1.009 1.497 3.350
C: -0.218 -0.434 2.781
N: -0.268 -1.537 3.478
O: -1.509 -2.059 3.322
C: -2.228 -1.257 2.521
C: -1.462 -0.192 2.142
H: -1.722 0.628 1.509
C: -3.604 -1.672 2.108
O: -3.861 -1.323 0.766
C: -2.977 -1.732 -0.191
C: -3.067 -1.084 -1.424
C: -2.197 -1.396 -2.443
C: -1.215 -2.366 -2.251
C: -1.143 -3.038 -1.039
C: -2.018 -2.724 -0.015
H: -1.939 -3.270 0.912
H: -0.408 -3.810 -0.876
N: -0.317 -2.633 -3.289
C: 0.767 -3.443 -3.320
N: 1.346 -3.381 -4.492
C: 0.577 -2.508 -5.175
N: -0.430 -2.035 -4.486
H: 0.771 -2.225 -6.188
H: 1.105 -4.045 -2.504
H: -2.249 -0.893 -3.395
H: -3.826 -0.329 -1.553
H: -3.729 -2.749 2.284
H: -4.361 -1.134 2.688
C: 2.919 1.070 1.431
H: 2.942 1.855 2.187
H: 3.900 0.590 1.377
H: 1.103 -1.743 1.298
H: 2.819 -1.522 0.920
H: 2.176 0.877 -1.933
H: 3.479 0.048 -1.064
H: 3.326 2.365 -0.255
H: 1.189 3.285 1.840
H: 2.058 4.118 0.520
H: -0.932 3.494 0.566
H: -0.088 4.362 -0.715
H: -1.227 5.950 0.839
H: -0.315 5.283 2.195
H: 0.523 6.163 0.916

## Properties
Total energy (Eh): -1389.924359
Energy relative to the best compared isomer or geometry (same formula, charge and spin) (kJ/mol): 454.8
Kohn-Sham gap (eV): 9.25
SMILES: CCCO[C@@H]1CCCN(C(=O)c2cc(COc3ccc(-n4cncn4)cc3)on2)C1
F_max (eV/A): 1.35
Net charge: 0


C6H2FNO2 | ωB97M-V/def2-TZVPD

Positions of all 12 atoms, in Å:
C: 1.010 -1.235 0.964
C: 0.119 -0.235 1.121
C: 1.737 -2.157 0.797
C: -0.055 0.609 -2.076
C: -0.737 0.655 1.149
C: 0.774 -0.241 -2.077
N: -1.834 1.494 1.094
O: -2.949 1.147 1.408
O: -1.526 2.663 0.755
F: 1.697 -1.109 -2.236
H: 2.484 -2.935 0.892
H: -0.720 1.346 -1.790

## Properties
Total energy (Eh): -534.559983
Energy relative to the best compared isomer or geometry (same formula, charge and spin) (kJ/mol): 0.0
Kohn-Sham gap (eV): 8.78
SMILES: C#CC#C[N+](=O)[O-].C#CF
F_max (eV/A): 4.76
Net charge: 0


C19H28B3F6GeN4O6Sm | ωB97M-V/def2-TZVPD

Positions of all 68 atoms, in Å:
Sm: -14.109 -5.749 -4.084
C: -9.881 -4.423 -5.426
C: -11.189 -5.154 -5.231
N: -12.012 -4.685 -4.324
O: -11.604 -3.505 -3.710
B: -12.111 -2.370 -4.449
F: -11.687 -1.187 -3.924
F: -11.817 -2.488 -5.876
O: -13.649 -2.221 -4.222
N: -14.350 -3.267 -4.712
C: -14.731 -3.052 -5.944
C: -14.708 -1.680 -6.606
C: -14.995 -4.191 -6.856
N: -14.987 -5.317 -6.287
O: -15.402 -6.444 -7.059
B: -14.208 -7.182 -7.633
F: -14.660 -8.250 -8.338
F: -13.485 -6.230 -8.422
O: -13.241 -7.744 -6.669
N: -12.814 -6.896 -5.660
C: -11.677 -6.306 -5.962
C: -10.814 -6.834 -7.049
C: -14.997 -3.971 -8.346
H: -9.132 -5.024 -5.971
H: -9.395 -4.143 -4.474
H: -10.082 -3.498 -5.959
H: -14.827 -0.854 -5.841
H: -15.505 -1.653 -7.400
H: -13.730 -1.460 -7.109
H: -11.131 -7.892 -7.216
H: -9.712 -6.785 -6.835
H: -11.070 -6.289 -7.952
H: -15.719 -3.179 -8.618
H: -15.270 -4.928 -8.800
H: -13.932 -3.785 -8.699
C: -16.069 -12.812 -3.969
Ge: -16.932 -11.525 -5.277
C: -17.297 -12.389 -6.966
C: -18.687 -11.030 -4.536
C: -15.811 -9.854 -5.512
H: -16.678 -13.041 -3.111
H: -15.013 -12.564 -3.723
H: -15.962 -13.764 -4.530
H: -18.387 -12.286 -7.025
H: -17.143 -13.444 -7.083
H: -17.032 -11.865 -7.873
H: -19.197 -11.935 -4.245
H: -19.204 -10.536 -5.308
H: -18.603 -10.410 -3.631
H: -16.152 -9.520 -6.496
H: -14.769 -10.207 -5.591
F: -17.109 -7.997 -4.230
B: -16.021 -8.670 -4.476
F: -14.899 -8.219 -3.816
O: -15.117 -5.370 -1.966
C: -14.338 -6.208 -1.343
O: -13.312 -6.659 -1.911
C: -14.747 -6.615 0.055
C: -14.355 -7.870 0.460
C: -14.710 -8.274 1.727
C: -15.347 -7.413 2.607
C: -15.765 -6.140 2.197
C: -15.426 -5.721 0.914
H: -13.852 -8.505 -0.267
H: -14.504 -9.292 2.027
H: -15.540 -7.694 3.658
H: -16.441 -5.554 2.814
H: -15.744 -4.743 0.542

## Properties
Total energy (Eh): -4820.312261
Energy relative to the best compared isomer or geometry (same formula, charge and spin) (kJ/mol): 67.5
2S+1: 6
Kohn-Sham gap (spin up / spin down) (eV): 7.81 / 7.87
<S²>: 8.758
F_max (eV/A): 3.74
Net charge: 0


CH4O2S | ωB97M-V/def2-TZVPD

Positions of all 8 atoms, in Å:
S: 0.065 1.653 -2.346
H: -0.944 1.850 -3.197
H: 0.604 2.851 -2.425
O: 1.116 -1.639 0.542
C: 0.181 -1.501 1.253
O: 0.309 -0.879 2.476
H: -0.797 -1.910 1.013
H: -0.533 -0.424 2.684

## Properties
Total energy (Eh): -589.151692
Energy relative to the best compared isomer or geometry (same formula, charge and spin) (kJ/mol): 42.6
Kohn-Sham gap (eV): 10.40
SMILES: O=CO.S
F_max (eV/A): 1.19
Net charge: 0